# C39H59N8OSSi4Sn

C39H59N8OSSi4Sn as an isolated structure (wB97M-V/def2-TZVPD, OMol25).

Structure (XYZ):
```
113
C39H59N8OSSi4Sn (wB97M-V/def2-TZVPD)
Sn -0.2847 0.4213 0.5098
C 1.7057 -0.2046 3.4046
N 2.0536 0.3419 2.1043
C 2.5261 1.7273 2.1810
C 2.7572 2.2793 0.7974
C 4.0233 2.4114 0.2421
C 4.1392 2.8301 -1.0770
C 2.9834 3.1191 -1.7879
C 1.7708 3.0002 -1.1365
N 1.6541 2.5877 0.1184
C 3.0001 -0.5161 1.4239
C 2.3670 -1.7929 0.9557
C 3.1402 -2.9338 0.7833
C 2.5511 -4.0814 0.2845
C 1.1993 -4.0504 -0.0189
C 0.5076 -2.8711 0.1812
N 1.0749 -1.7701 0.6548
C 0.2430 -0.1801 3.7653
C -0.1021 -0.2929 5.1068
C -1.4380 -0.3360 5.4754
C -2.3962 -0.2636 4.4688
C -1.9701 -0.1655 3.1633
N -0.6843 -0.1315 2.8069
H 2.2735 0.2919 4.2056
H 1.9881 -1.2628 3.4228
H 3.4514 1.7993 2.7755
H 1.7394 2.3139 2.6631
H 4.9075 2.1831 0.8208
H 5.1098 2.9311 -1.5437
H 3.0195 3.4242 -2.8231
H 0.8433 3.2340 -1.6445
H 3.8856 -0.7349 2.0440
H 3.3345 -0.0009 0.5199
H 4.1942 -2.9208 1.0231
H 3.1364 -4.9757 0.1305
H 0.6930 -4.9157 -0.4137
H -0.5443 -2.7794 -0.0505
H 0.6735 -0.3585 5.8547
H -1.7217 -0.4264 6.5125
H -3.4504 -0.2904 4.6961
H -2.6696 -0.1010 2.3473
N -0.9216 2.8406 6.4433
C -0.6622 4.0358 5.8628
O -0.5016 5.0434 6.5139
C -0.5618 4.0439 4.3695
C 0.0015 5.1730 3.7733
C 0.0548 5.2498 2.3948
C -0.4357 4.1835 1.6542
N -0.9481 3.0906 2.2057
C -1.0254 3.0391 3.5276
H -1.0031 2.8173 7.4467
H -1.0409 1.9893 5.9259
H 0.3598 5.9646 4.4122
H 0.4570 6.1223 1.9046
H -0.4405 4.2101 0.5752
H -1.5199 2.1631 3.9172
C 7.0366 -0.4856 -3.2352
C 5.6296 -0.7241 -3.6539
C 5.2527 -1.2508 -4.8588
C 3.8700 -1.4422 -5.1097
N 2.9588 -1.1398 -4.2191
C 3.3099 -0.6210 -3.0465
S 2.2235 -0.2043 -1.8756
N 4.6547 -0.4087 -2.7728
C 3.3952 -2.0014 -6.4019
H 7.7178 -0.7241 -4.0442
H 7.2806 -1.1103 -2.3761
H 7.1778 0.5554 -2.9476
H 5.9872 -1.5151 -5.5990
H 4.8744 0.0031 -1.8735
H 4.2186 -2.1732 -7.0864
H 2.6789 -1.3179 -6.8519
H 2.8675 -2.9365 -6.2238
C -2.7571 2.6037 -1.4621
Si -3.8169 1.1557 -0.7985
C -5.4047 1.0246 -1.8579
C -4.3029 1.8119 0.9347
Si -2.4530 -0.8862 -0.6894
Si -1.8918 -1.3851 -3.0083
C -0.6457 -2.8319 -3.1336
C -3.3758 -1.8595 -4.1194
C -1.0272 0.1232 -3.7970
Si -3.8878 -2.6730 0.1292
C -5.3663 -3.1387 -0.9915
C -2.8969 -4.2925 0.4186
C -4.6352 -2.2370 1.8429
H -3.3308 3.5166 -1.5825
H -2.2996 2.3771 -2.4173
H -1.9575 2.8103 -0.7521
H -5.9557 1.9614 -1.8759
H -6.0728 0.2612 -1.4732
H -5.1711 0.7648 -2.8849
H -4.9085 2.7103 0.8635
H -3.4069 2.0701 1.4946
H -4.8663 1.0906 1.5167
H -1.0236 -3.7390 -2.6729
H 0.2900 -2.5733 -2.6480
H -0.4193 -3.0614 -4.1712
H -3.8655 -2.7540 -3.7509
H -3.0665 -2.0579 -5.1426
H -4.1222 -1.0730 -4.1505
H -0.2740 0.5185 -3.1216
H -1.7253 0.9232 -4.0192
H -0.5210 -0.1386 -4.7213
H -5.0297 -3.4801 -1.9639
H -6.0287 -2.2957 -1.1567
H -5.9606 -3.9399 -0.5570
H -2.3968 -4.6194 -0.4866
H -3.5448 -5.1034 0.7384
H -2.1406 -4.1566 1.1880
H -5.0423 -1.2305 1.8462
H -3.8855 -2.2923 2.6274
H -5.4438 -2.9135 2.1074
```

HOMO-LUMO gap: 6.24 eV
E_HOMO: -8.7 eV
Maximum force: 0.017 hartree/bohr
ΔE to the lowest compared entry with this formula, charge and spin: 29.74 kcal/mol
Charge: +1

=====

# Br3ClHNP2

A single Br3ClHNP2 molecule (wB97M-V/def2-TZVPD, OMol25).

Structure (XYZ):
```
8
Br3ClHNP2 (wB97M-V/def2-TZVPD)
Cl -2.5692 0.3599 0.8045
P -1.3940 -1.3209 1.0911
Br -1.6499 -2.6977 -0.6015
N 0.2067 -0.7319 0.6356
P 0.9835 0.4240 1.7623
Br 2.8656 0.3342 0.6843
Br 1.4120 -0.8351 3.6156
H 0.7541 -1.4971 0.1634
```

HOMO-LUMO gap: 9.11 eV
E_HOMO: -9.5 eV
Maximum force: 0.041 hartree/bohr
ΔE to the lowest compared entry with this formula, charge and spin: 2.45 kcal/mol
Structure (SMILES): ClP(Br)NP(Br)Br

=====

# C36H37AsN6O2SSc

C36H37AsN6O2SSc as an isolated structure (wB97M-V/def2-TZVPD, OMol25).

Structure (XYZ):
```
84
C36H37AsN6O2SSc (wB97M-V/def2-TZVPD)
Sc -0.6981 -0.1825 0.8698
O 1.7025 -3.7985 0.6697
C 1.3306 -2.6853 0.9536
N 0.0200 -2.2486 0.9929
C -0.9298 -3.2116 1.2672
O -0.7756 -4.1965 1.9530
C -2.2841 -2.9051 0.6963
C -3.1923 -3.9384 0.5401
C -4.4286 -3.6582 -0.0141
C -4.7098 -2.3483 -0.3721
C -3.7482 -1.3759 -0.1678
N -2.5445 -1.6347 0.3564
C 2.3490 -1.6227 1.2659
C 3.6378 -2.0287 1.5857
C 4.5917 -1.0648 1.8568
C 4.2256 0.2706 1.7617
C 2.9193 0.5766 1.4324
N 1.9765 -0.3417 1.2115
H -2.9057 -4.9321 0.8533
H -5.1569 -4.4437 -0.1655
H -5.6586 -2.0778 -0.8126
H -3.9398 -0.3514 -0.4562
H 3.8529 -3.0872 1.6078
H 5.6025 -1.3432 2.1228
H 4.9411 1.0631 1.9303
H 2.6160 1.6125 1.3229
C 0.4586 -0.0126 3.9702
C 0.4174 1.4867 3.6563
N -0.0464 1.7841 2.2800
C -1.1484 2.7663 2.2503
C -2.4328 2.1454 2.7917
N -2.6428 0.7969 2.2319
C -3.1025 -0.1774 3.2294
C -1.9504 -0.5188 4.1736
N -0.7020 -0.7174 3.4148
H 0.5343 -0.1313 5.0565
H 1.3490 -0.4535 3.5270
H 1.4148 1.8943 3.8275
H -0.2463 1.9887 4.3615
H 0.7210 2.2032 1.7669
H -1.3074 3.0589 1.2139
H -0.9055 3.6624 2.8315
H -3.2653 2.8096 2.5562
H -2.3836 2.0747 3.8781
H -3.3310 0.8777 1.4934
H -3.4167 -1.0771 2.7011
H -3.9555 0.1930 3.8076
H -2.2117 -1.4111 4.7434
H -1.8078 0.2881 4.8938
H -0.4846 -1.7079 3.4128
S -2.1998 1.3563 -0.7142
C -1.3244 2.4549 -1.7659
C -1.9563 3.6031 -2.2418
C -1.2937 4.4455 -3.1189
C -0.0010 4.1524 -3.5317
C 0.6320 3.0137 -3.0592
C -0.0209 2.1617 -2.1746
As 0.6856 0.4920 -1.4784
C 0.0262 -0.7291 -2.8475
C -0.2812 -2.0391 -2.4912
C -0.7336 -2.9366 -3.4483
C -0.8798 -2.5272 -4.7642
C -0.5697 -1.2221 -5.1247
C -0.1159 -0.3249 -4.1716
C 2.5508 0.6688 -2.0208
C 3.1967 -0.3194 -2.7537
C 4.5332 -0.1698 -3.0985
C 5.2312 0.9621 -2.7059
C 4.5945 1.9502 -1.9662
C 3.2615 1.8003 -1.6217
H -2.9692 3.8111 -1.9225
H -1.7940 5.3321 -3.4872
H 0.5115 4.8096 -4.2216
H 1.6373 2.7793 -3.3876
H -0.1489 -2.3633 -1.4670
H -0.9622 -3.9581 -3.1713
H -1.2294 -3.2254 -5.5135
H -0.6851 -0.9042 -6.1528
H 0.1188 0.6950 -4.4492
H 2.6512 -1.2044 -3.0584
H 5.0272 -0.9365 -3.6808
H 6.2706 1.0804 -2.9831
H 5.1375 2.8375 -1.6663
H 2.7519 2.5844 -1.0707
```

HOMO-LUMO gap: 7.31 eV
E_HOMO: -10.1 eV
Maximum force: 0.029 hartree/bohr
ΔE to the lowest compared entry with this formula, charge and spin: 2.70 kcal/mol
Charge: +1

=====

# C20H54BCaN9O3P2

C20H54BCaN9O3P2 as an isolated structure (wB97M-V/def2-TZVPD, OMol25).

Structure (XYZ):
```
90
C20H54BCaN9O3P2 (wB97M-V/def2-TZVPD)
Ca -0.8296 0.5397 -0.3136
N -1.9595 2.1505 1.9016
N -3.2384 2.6175 1.5598
C -3.8626 2.1528 0.4630
N -4.9983 2.7082 0.0898
N -3.2342 1.1151 -0.1268
N -3.6382 0.7063 -1.3476
O -4.7331 0.8874 -1.8133
O -2.7368 0.0738 -1.9395
H -1.9452 1.9607 2.8967
H -1.2723 2.8681 1.6801
H -3.5677 3.4799 1.9696
H -5.2563 3.6162 0.4431
H -5.4321 2.3874 -0.7631
N 0.5836 -3.2255 -0.5501
C -0.2861 -4.4103 -0.1824
C -1.2234 -4.0881 0.9762
C -2.3425 -3.0925 0.6813
N -1.8692 -1.6781 0.7792
C -3.0190 -3.4049 -0.6560
C -2.0915 -3.7441 -1.8232
N -1.3715 -2.5341 -2.2668
C -1.0655 -4.8136 -1.4293
H 1.0982 -2.8463 0.2448
H -0.0419 -2.5226 -1.0286
H 1.2558 -3.5023 -1.2668
H 0.3983 -5.1938 0.1422
H -0.6627 -3.7909 1.8643
H -1.6903 -5.0423 1.2321
H -3.0987 -3.2428 1.4562
H -1.6123 -1.5194 1.7531
H -2.7009 -1.0985 0.6508
H -3.6826 -2.5837 -0.9430
H -3.6681 -4.2682 -0.4929
H -2.7144 -4.1506 -2.6247
H -2.0275 -1.7779 -2.4354
H -0.9125 -2.7150 -3.1557
H -0.3865 -5.0140 -2.2639
H -1.5773 -5.7542 -1.2209
C 1.5294 -0.3527 -4.5308
P 0.8178 0.8014 -3.3553
C -0.6967 1.4139 -4.0898
C 1.9340 2.1916 -3.2299
O 0.5937 0.1234 -2.0077
H 1.7082 0.1383 -5.4876
H 0.8441 -1.1854 -4.6904
H 2.4767 -0.7323 -4.1474
H -0.4781 1.8457 -5.0677
H -1.1445 2.1876 -3.4630
H -1.4134 0.6017 -4.2112
H 2.0747 2.6538 -4.2076
H 2.8994 1.8572 -2.8494
H 1.5090 2.9233 -2.5427
B -2.4744 4.1903 -1.7202
C -1.2382 3.4921 -1.0431
N -0.3888 2.8751 -0.5449
H -3.1072 3.2656 -2.2048
H -3.0988 4.7511 -0.8443
H -2.0851 4.9477 -2.5676
C 1.3451 -1.9728 2.6451
C 2.4808 -1.0478 2.1990
C 3.5442 -1.0072 3.2986
P 1.8008 0.5543 1.5291
C 1.6358 1.7588 2.9305
C 2.8918 2.2711 3.6386
C 0.6426 1.2098 3.9610
C 3.1409 1.1879 0.4005
C 2.9551 2.6860 0.1392
C 4.5964 0.8828 0.7524
H 1.6997 -3.0015 2.7606
H 0.5130 -1.9518 1.9383
H 0.9449 -1.6691 3.6135
H 2.9406 -1.4837 1.2991
H 3.1008 -0.7079 4.2486
H 4.3654 -0.3325 3.0797
H 3.9609 -2.0065 3.4418
H 1.1695 2.6157 2.4272
H 3.3668 1.4940 4.2331
H 2.6135 3.0768 4.3210
H 3.6313 2.6711 2.9502
H 1.1201 0.4690 4.6039
H -0.2216 0.7276 3.4941
H 0.2873 2.0099 4.6132
H 2.9067 0.6601 -0.5329
H 3.2303 3.2791 1.0105
H 1.9318 2.9374 -0.1319
H 3.6136 2.9975 -0.6736
H 4.9089 1.3775 1.6714
H 5.2377 1.2584 -0.0475
H 4.7962 -0.1837 0.8512
```

HOMO-LUMO gap: 8.66 eV
E_HOMO: -13.9 eV
Maximum force: 0.007 hartree/bohr
ΔE to the lowest compared entry with this formula, charge and spin: 0.00 kcal/mol
Charge: +2

=====

Question: HOMO-LUMO gap of number 1 (C39H59N8OSSi4Sn)?
Answer: 6.24 eV

=====

Question: Which of these has the highest maximum force?
Answer: Br3ClHNP2